(1)
Density functional theory data (ωB97M-V/def2-TZVPD) for one molecule with the formula H3NO3Si at a distorted geometry.

Atoms and positions in Å:
N 1.277 -1.745 -0.073
O 1.489 -2.207 -1.180
O 1.624 -2.299 0.980
O -0.946 -0.010 -0.563
Si 0.521 0.218 0.032
H -0.845 -0.551 -1.468
H 1.280 1.083 -0.976
H 0.828 0.330 1.476

Values from the calculation:
Total charge: 0
Largest force on an atom: 3.46 eV/A
SMILES: O=[N+]([O-])[SiH2]O
Kohn-Sham gap: 9.979 eV

Atom charges from the Mulliken analysis, given in e for atoms 1 to 6: atom 1 (N): 0.6199, atom 2 (O): -0.5146, atom 3 (O): -0.5273, atom 4 (O): -0.4141, atom 5 (Si): 0.5252, atom 6 (H): 0.3922

(2)
Density functional theory data (ωB97M-V/def2-TZVPD) for a 2-piece molecular cluster, C11H14OP overall at a distorted geometry.

Atoms and positions in Å:
C 4.300 0.547 1.088
C 4.067 1.249 -0.086
C 3.478 -0.582 1.392
C 3.041 0.883 -1.014
C 2.527 -0.912 0.478
C 2.325 -0.228 -0.758
C 1.546 -1.967 0.595
C 0.696 -1.728 -0.381
C 1.187 -0.826 -1.481
C -4.962 -0.465 -0.088
C -3.490 1.852 -0.184
O -2.359 -0.453 0.889
P -3.194 -0.017 -0.421
H 5.220 0.732 1.716
H 4.665 2.153 -0.317
H 3.622 -1.104 2.395
H 2.827 1.595 -1.844
H 1.445 -2.599 1.498
H 0.330 -0.257 -1.935
H 1.705 -1.433 -2.153
H -5.735 0.060 -0.681
H -5.140 -0.059 0.940
H -5.031 -1.551 -0.168
H -3.453 2.127 -1.274
H -2.683 2.365 0.394
H -4.415 1.969 0.183
H -2.520 -1.353 1.219

Values from the calculation:
Total charge: +1
Largest force on an atom: 5.17 eV/A
Kohn-Sham gap (alpha / beta): 2.877 / 4.937 eV

Atom charges from the Mulliken analysis, given in e for atoms 1 to 6: atom 1 (C): -0.4549, atom 2 (C): -0.3116, atom 3 (C): -0.5493, atom 4 (C): -0.4141, atom 5 (C): 0.9998, atom 6 (C): 0.2018